C24H22BBr2F8LuN3PSSb | ωB97M-V with the def2-TZVPD basis set

Last column: Mulliken charge in e.
Atoms and positions in Å:
Lu (-0.59, 1.70, -1.51)  2.08
Br (-2.99, 0.78, -1.88)  -0.56
C (-3.66, 3.20, 0.61)  -0.76
Br (-3.54, 2.53, 2.33)  -0.12
H (-4.47, 2.86, 0.00)  0.45
H (-3.06, 4.06, 0.37)  0.42
C (-4.31, -1.90, 2.33)  -0.57
C (-3.45, -1.27, 3.21)  -0.70
C (-2.18, -0.88, 2.79)  -0.74
C (-1.77, -1.12, 1.49)  0.90
C (-2.66, -1.73, 0.60)  -0.69
C (-3.91, -2.13, 1.02)  -0.89
P (-0.15, -0.63, 0.83)  1.41
C (0.79, -2.19, 0.69)  0.47
C (0.19, -3.40, 0.36)  -0.94
C (0.97, -4.54, 0.19)  -0.59
C (2.34, -4.49, 0.36)  -0.66
C (2.94, -3.29, 0.70)  -0.75
C (2.17, -2.15, 0.86)  -0.14
C (0.68, 0.16, 2.26)  -0.56
C (1.03, -0.61, 3.37)  0.48
C (1.65, -0.04, 4.47)  -0.85
C (1.93, 1.32, 4.47)  -0.72
C (1.61, 2.09, 3.36)  -0.59
C (0.99, 1.53, 2.25)  -0.16
H (-5.30, -2.20, 2.66)  0.39
H (-3.76, -1.06, 4.23)  0.43
H (-1.53, -0.36, 3.49)  0.39
H (-2.37, -1.88, -0.43)  0.69
H (-4.59, -2.60, 0.32)  0.42
H (-0.88, -3.47, 0.24)  0.37
H (0.48, -5.48, -0.06)  0.43
H (2.94, -5.39, 0.23)  0.39
H (4.01, -3.24, 0.85)  0.42
H (2.66, -1.22, 1.15)  0.36
H (0.82, -1.67, 3.37)  0.58
H (1.91, -0.65, 5.32)  0.43
H (2.42, 1.77, 5.32)  0.41
H (1.85, 3.15, 3.36)  0.50
C (2.41, -0.92, -2.38)  -0.30
C (1.27, -0.69, -3.30)  0.02
N (0.17, 0.01, -3.06)  0.27
C (-0.59, -0.06, -4.22)  -0.45
C (0.05, -0.82, -5.14)  -0.83
N (1.23, -1.21, -4.54)  -0.03
H (2.19, -0.47, -1.42)  -0.59
H (3.33, -0.48, -2.76)  0.44
H (2.56, -1.99, -2.21)  0.35
H (-1.55, 0.42, -4.28)  0.49
H (-0.22, -1.11, -6.14)  0.41
H (1.93, -1.79, -4.95)  0.19
S (4.25, 1.74, -0.65)  -0.35
C (2.70, 1.77, -0.46)  0.35
N (1.50, 1.79, -0.31)  -0.42
F (0.94, 3.76, 1.03)  -0.31
B (0.72, 2.43, 0.97)  0.55
F (-0.71, 2.19, 0.55)  -0.12
F (0.99, 2.93, -2.74)  -0.74
Sb (-0.18, 4.40, -3.27)  2.42
F (-1.21, 2.83, -3.70)  -0.53
F (0.60, 4.52, -4.97)  -0.52
F (-1.56, 5.60, -3.65)  -0.51
F (0.95, 5.63, -2.43)  -0.53
F (-0.99, 3.93, -1.55)  -0.71

Output
Gap between HOMO and LUMO (alpha / beta)   7.16 / 7.97 eV
2S+1   2
Expectation value of S²   0.75

***

C4H9N | ωB97M-V with the def2-TZVPD basis set

Last column: Mulliken charge in e.
Atoms and positions in Å:
C (-0.08, -0.56, -2.17)  -1.27
C (-0.57, -0.57, -0.73)  -0.17
C (0.30, 0.19, 0.22)  -0.45
C (-0.09, 0.48, 1.47)  -0.12
N (0.77, 0.61, 2.57)  -0.55
H (0.98, -0.82, -2.21)  0.32
H (-0.08, 0.48, -2.54)  0.31
H (-0.72, -1.11, -2.85)  0.36
H (-1.60, -0.17, -0.68)  0.28
H (-0.71, -1.64, -0.52)  0.23
H (1.30, 0.43, -0.13)  0.28
H (-1.16, 0.53, 1.61)  0.29
H (0.23, 0.78, 3.41)  0.26
H (1.44, 1.37, 2.55)  0.24

Output
Structure (SMILES)   CC/C=C/N
Gap between HOMO and LUMO   9.21 eV

***

C2H10N2S2 | ωB97M-V with the def2-TZVPD basis set

Last column: Mulliken charge in e.
Atoms and positions in Å:
C (2.82, -0.75, -0.30)  -0.86
S (1.93, -0.80, 1.26)  -0.40
S (0.49, -2.75, 0.96)  -0.54
H (3.43, 0.15, -0.35)  0.27
H (2.13, -0.56, -1.14)  0.25
H (3.38, -1.63, -0.63)  0.31
H (-0.38, -2.13, 0.14)  0.01
N (-0.44, 0.58, -0.72)  -0.55
C (-1.46, 0.61, 0.34)  -0.06
N (-2.63, 1.40, 0.01)  -0.55
H (-0.72, 1.21, -1.46)  0.22
H (0.45, 0.91, -0.36)  0.16
H (-1.79, -0.40, 0.57)  0.17
H (-0.95, 1.00, 1.23)  0.20
H (-3.48, 0.86, 0.02)  0.20
H (-2.77, 2.30, 0.44)  0.19

Output
Gap between HOMO and LUMO (alpha / beta)   4.65 / 6.95 eV
2S+1   2
Expectation value of S²   0.75
Total charge   -1